[1]
The following is a DFT calculation (ωB97M-V/def2-TZVPD) of a structure of composition C34H26FeN6OS2.

E_HOMO (alpha / beta)   -0.3884 / -0.3871 Ha
HOMO-LUMO gap (alpha / beta)   0.265 / 0.255 Eh
LUMO energy (alpha / beta)   -3.35 / -3.58 eV
Net charge   +1
Spin multiplicity   2

```
70
Properties=species:S:1:pos:R:3:lowdin_charge:R:1
Fe -0.210 0.333 0.239 0.3922
S 2.348 0.586 4.142 0.8885
S -0.147 0.364 2.483 0.7272
O -0.312 0.389 -1.602 -0.1658
N -2.057 -4.816 -2.842 0.1875
N 0.002 -1.674 0.091 0.0054
N 1.742 0.478 0.265 -0.0487
N -0.476 2.295 0.171 0.0346
N 2.373 0.600 1.527 -0.0181
N -2.209 0.329 0.372 0.0268
C 0.239 -4.424 -0.195 0.0239
C -1.417 -4.321 -2.029 -0.1601
C -1.230 4.933 -0.254 0.0284
C 2.984 2.303 4.190 -0.4022
C 2.617 -0.097 -4.468 -0.0751
C 6.137 3.162 1.402 -0.0918
C 0.987 -3.745 0.749 -0.0006
C -0.614 -3.691 -1.011 -0.1767
C -4.521 3.172 -0.213 0.0059
C 2.550 0.431 -0.748 -0.2020
C 1.257 -0.102 -4.788 -0.0609
C -3.053 -0.655 0.619 -0.0751
C 2.990 0.078 -3.160 -0.0355
C 5.332 1.972 3.333 -0.0470
C -2.217 3.928 -0.194 -0.1175
C -4.086 1.824 0.047 -0.1183
C -2.725 1.558 0.129 -0.1186
C 4.914 3.808 1.296 -0.0886
C 0.679 0.237 -2.463 -0.3068
C 2.049 0.251 -2.120 -0.0887
C 0.311 0.063 -3.808 -0.0076
C 4.042 0.538 -0.551 -0.0020
C -3.628 4.176 -0.329 0.0064
C 3.904 3.525 2.206 -0.0677
C -4.444 -0.487 0.568 -0.0061
C 0.431 3.245 0.097 -0.0530
C 4.096 2.603 3.226 -0.3093
C -1.779 2.629 0.020 -0.1196
C 0.841 -2.374 0.864 -0.0774
C 1.587 0.562 2.535 -1.0518
C -0.697 -2.318 -0.844 -0.0543
C 0.086 4.590 -0.107 -0.0050
C 6.344 2.247 2.428 -0.0732
C -4.962 0.742 0.261 0.0288
H 0.314 -5.497 -0.310 0.1357
H -1.519 5.964 -0.415 0.1307
H 4.752 4.537 0.512 0.1028
H 6.931 3.382 0.701 0.1050
H 4.490 -0.447 -0.702 0.1080
H 7.301 1.751 2.524 0.1074
H 2.143 2.981 4.045 0.0814
H 2.959 4.053 2.150 0.1025
H -6.032 0.894 0.202 0.1314
H 0.943 -0.240 -5.815 0.1132
H 1.404 -1.814 1.598 0.0939
H -5.582 3.363 -0.305 0.1255
H -3.959 5.189 -0.515 0.1256
H 5.495 1.249 4.124 0.1160
H -1.314 -1.711 -1.493 0.1327
H 3.313 2.395 5.225 0.0833
H 0.868 5.335 -0.145 0.1189
H -0.746 0.063 -4.040 0.1201
H 1.675 -4.264 1.399 0.1238
H 4.043 0.073 -2.928 0.1020
H 4.476 1.215 -1.283 0.0894
H -2.621 -1.612 0.878 0.1216
H 3.366 -0.229 -5.235 0.1080
H 4.289 0.884 0.444 0.0561
H 1.463 2.940 0.201 0.1137
H -5.085 -1.332 0.770 0.1207
```

[2]
The following is a DFT calculation (ωB97M-V/def2-TZVPD) of a cluster of 3 separate species, C34H26O9 in total at a distorted geometry.

E_HOMO   -0.3597 Ha
HOMO-LUMO gap   0.320 Eh
LUMO energy   -1.08 eV
Net charge   0
Relative energy (zero: lowest compared OMol25 entry of this formula, charge and spin)   1.239 eV
Spin multiplicity   1

```
69
Properties=species:S:1:pos:R:3:lowdin_charge:R:1
O 3.718 4.947 2.371 -0.1005
O -5.466 -2.658 -1.253 0.0961
O -0.687 1.492 0.726 0.1049
O 9.803 3.010 3.779 0.1761
O 9.467 1.677 2.022 0.1073
O 8.032 1.614 3.878 0.0125
O 4.043 6.360 0.617 0.1270
O -4.760 -7.915 -0.629 0.1073
O 0.239 3.237 -4.236 0.1054
C -3.432 0.490 -2.263 -0.0569
C -1.941 -4.365 -2.712 -0.0538
C -2.699 -6.485 -1.862 -0.0005
C 0.674 2.787 -0.688 -0.0797
C -1.424 1.573 -1.506 -0.0832
C -8.204 -6.181 0.981 -0.0559
C -0.494 1.914 -0.396 -0.2775
C 2.047 4.009 -2.247 0.0103
C 4.726 4.380 3.261 -0.1774
C -4.906 -6.715 -0.744 -0.2776
C -3.871 -5.886 -1.415 -0.0825
C -3.211 0.978 -3.548 -0.0538
C -6.297 -4.667 -0.357 -0.0828
C 6.998 2.611 3.771 -0.1888
C -7.420 -4.051 0.181 -0.0013
C -2.541 0.787 -1.244 0.0029
C -7.083 -6.799 0.451 -0.0006
C 4.373 5.356 1.151 -0.3931
C 0.931 3.221 -1.988 -0.0817
C 5.584 2.057 4.066 -0.1471
C -5.293 -3.849 -1.087 -0.2747
C -1.734 -5.725 -2.504 -0.0550
C -6.122 -6.045 -0.211 -0.0826
C 1.517 3.168 0.350 0.0257
C 2.618 3.968 0.093 -0.0471
C -4.067 -4.516 -1.603 -0.0809
C 9.144 2.155 3.278 -0.5778
C -3.104 -3.762 -2.262 0.0014
C -8.369 -4.805 0.852 -0.0564
C -2.092 1.750 -3.816 -0.0021
C 0.013 2.864 -3.103 -0.2775
C -1.192 2.046 -2.799 -0.0844
C 2.888 4.381 -1.211 -0.0372
C 4.547 2.844 3.219 -0.1594
H 7.199 3.512 4.376 0.1388
H 2.256 4.336 -3.257 0.1221
H 6.985 2.956 2.710 0.1202
H -8.950 -6.769 1.499 0.1078
H 3.283 4.267 0.973 0.0539
H -2.539 -7.543 -1.706 0.1211
H 1.311 2.843 1.362 0.1229
H -2.717 0.411 -0.245 0.1221
H -3.913 0.753 -4.340 0.1083
H -1.921 2.124 -4.817 0.1203
H -1.190 -3.775 -3.221 0.1086
H 5.416 2.172 5.154 0.1206
H 3.523 2.642 3.576 0.1270
H 5.531 0.969 3.886 0.1241
H 3.751 4.999 -1.417 0.1066
H -6.955 -7.868 0.557 0.1211
H -3.259 -2.702 -2.421 0.1089
H 4.684 2.524 2.169 0.1230
H -9.241 -4.322 1.274 0.1077
H -7.553 -2.982 0.080 0.1203
H -0.819 -6.193 -2.845 0.1079
H 8.881 2.152 1.414 0.1168
H 4.615 4.783 4.282 0.1409
H 5.697 4.732 2.876 0.1076
H 5.281 4.842 0.773 0.1738
H -4.304 -0.120 -2.056 0.1003
```

[3]
The following is a DFT calculation (ωB97M-V/def2-TZVPD) of a structure of composition C34H27AsF6ILiN3O6S2 at a distorted geometry.

E_HOMO   -0.1820 Ha
HOMO-LUMO gap   0.267 Eh
LUMO energy   2.30 eV
Net charge   -1
Relative energy (zero: lowest compared OMol25 entry of this formula, charge and spin)   0.000 eV
Spin multiplicity   1

```
81
Properties=species:S:1:pos:R:3:lowdin_charge:R:1
I 1.299 3.126 -2.170 0.9832
As -1.637 0.812 1.493 1.2660
S 2.693 -0.640 0.983 0.5594
S 2.247 2.061 1.404 0.8727
F 2.516 -3.188 1.395 0.1255
F 3.583 -2.134 2.954 0.1358
F 1.425 -2.014 2.847 0.1345
F 4.428 2.422 2.875 0.1166
F 4.132 3.882 1.301 0.0886
F 4.858 1.905 0.819 0.1130
O 1.671 2.888 2.482 -0.4693
O 2.446 -4.272 -3.934 -0.0603
O 1.621 -0.910 0.014 -0.3847
O 4.021 -0.758 0.441 -0.2814
O -0.215 1.270 0.778 -0.5839
O -0.617 -0.188 -1.820 -0.1970
N 1.938 0.137 -2.608 0.0258
N -1.870 -3.134 -3.417 0.0980
N 2.458 0.524 1.983 -0.3786
C 3.180 0.784 -2.533 -0.3347
C -3.660 2.404 -1.769 -0.0688
C -5.191 2.624 0.066 -0.0917
C -1.139 -3.299 0.973 -0.0541
C 5.549 2.268 -2.310 -0.0991
C -2.476 2.711 5.718 -0.0892
C -0.620 -1.233 -2.556 -0.3223
C -3.164 1.293 3.906 -0.1503
C 4.322 2.913 -2.233 -0.1645
C -1.821 -2.024 -2.714 -0.2612
C -4.883 2.829 -1.272 -0.0899
C -4.277 2.001 0.905 -0.0904
C -2.041 -3.027 3.182 -0.0856
C -1.277 2.958 5.067 -0.0647
C 3.158 2.168 -2.327 -0.6274
C -3.058 1.556 0.402 -0.2554
C 4.425 0.159 -2.592 -0.0296
C -0.763 -3.558 -4.059 -0.1288
C -2.747 1.770 -0.938 -0.0932
C 2.543 -2.067 2.124 -0.6806
C 1.801 -0.997 -3.168 -0.0705
C 4.029 2.576 1.613 -0.7463
C 0.530 -1.706 -3.252 -0.0651
C -3.090 -1.562 -2.057 -0.0254
C -3.422 1.873 5.137 -0.0882
C 5.594 0.891 -2.477 -0.0818
C -1.705 -1.101 1.778 -0.2542
C -1.211 -1.929 0.775 -0.0981
C -1.021 2.392 3.822 -0.0546
C 0.431 -2.886 -4.022 -0.1774
C -2.107 -1.654 2.993 -0.0921
C -1.966 1.561 3.239 -0.2803
C 1.608 -3.458 -4.763 -0.2225
C -1.558 -3.851 2.174 -0.0798
Li 0.658 0.453 -0.637 0.4513
H 2.509 -3.848 -3.071 0.0796
H -3.584 -0.801 -2.671 0.0820
H -2.442 -1.031 3.807 0.0812
H -3.407 2.563 -2.811 0.1085
H -1.801 1.424 -1.333 0.0651
H -0.738 -3.926 0.186 0.1162
H -2.351 -3.450 4.129 0.0995
H 1.256 -4.110 -5.561 0.1125
H 6.464 2.838 -2.203 0.1010
H -6.141 2.955 0.465 0.0982
H -0.089 2.599 3.305 0.0658
H -1.497 -4.920 2.332 0.1018
H 2.202 -2.665 -5.225 0.1050
H -3.764 -2.409 -1.939 0.0760
H -5.594 3.328 -1.920 0.0988
H -0.529 3.593 5.523 0.1073
H -0.859 -1.497 -0.150 0.0661
H -3.897 0.622 3.475 0.0983
H -2.679 3.169 6.679 0.0982
H 6.547 0.378 -2.498 0.1031
H 2.662 -1.477 -3.646 0.1125
H -2.896 -1.102 -1.092 0.0443
H -4.530 1.887 1.947 0.0760
H 4.475 -0.918 -2.686 0.1116
H -0.861 -4.476 -4.628 0.1021
H 4.271 3.981 -2.073 0.0919
H -4.357 1.671 5.644 0.1001
```

no.,E (Ha)
1,-3774.99130
2,-1988.35255
3,-5864.25299